Density functional theory data (wB97M-V/def2-TZVPD) for one molecule with the formula C2H3ClN2O at a distorted geometry.

- Frontier orbital gap: 0.414 Eh
- HOMO energy: -10.44 eV
- Structure (SMILES): O=C1NC(Cl)N1
- LUMO level: 0.820 eV
- Electronic energy: -19671.986 eV
- Energy above the lowest of the compared OMol25 structures with the same formula, charge and spin: 0.584 eV

Structure (ORCA input):
```
! wB97M-V def2-TZVPD RIJCOSX def2/J DEFGRID3
* xyz 0 1
O -2.137 -0.892 0.315
C -1.076 -0.363 0.071
N -0.298 -0.015 -1.049
C 0.789 0.561 -0.020
Cl 2.180 -0.549 0.110
N -0.191 0.223 0.994
H -0.503 -0.205 -2.012
H 1.245 1.483 -0.248
H -0.009 -0.242 1.839
*
```


Density functional theory data (wB97M-V/def2-TZVPD) for one molecule with the formula C7H10 at a distorted geometry.

- Frontier orbital gap: 0.367 Eh
- HOMO energy: -8.75 eV
- Structure (SMILES): C1C[C@H]2[C@@H]1[C@H]1C[C@@H]21
- LUMO level: 1.252 eV
- Electronic energy: -7416.561 eV
- Energy above the lowest of the compared OMol25 structures with the same formula, charge and spin: 4.474 eV

Structure (ORCA input):
```
! wB97M-V def2-TZVPD RIJCOSX def2/J DEFGRID3
* xyz 0 1
C 1.449 0.134 0.788
C 0.153 0.669 1.473
C -0.399 1.085 0.080
C 0.877 0.538 -0.587
C -0.156 -0.582 -1.416
C -0.871 -1.391 -0.429
C -1.260 0.058 -0.637
H 2.365 0.625 1.152
H 1.608 -0.942 0.853
H -0.451 -0.080 2.003
H 0.315 1.509 2.158
H -0.750 2.116 -0.012
H 1.202 0.417 -1.595
H -0.184 -0.803 -2.503
H -1.579 -2.112 -0.817
H -0.316 -1.719 0.445
H -2.241 0.294 -1.021
*
```


Density functional theory data (wB97M-V/def2-TZVPD) for one molecule with the formula C4H6N2 at a distorted geometry.

- Frontier orbital gap: 0.338 Eh
- HOMO energy: -8.15 eV
- Structure (SMILES): Nc1ccc[nH]1
- LUMO level: 1.045 eV
- Electronic energy: -7224.620 eV
- Energy above the lowest of the compared OMol25 structures with the same formula, charge and spin: 0.971 eV

Structure (ORCA input):
```
! wB97M-V def2-TZVPD RIJCOSX def2/J DEFGRID3
* xyz 0 1
N -0.370 -1.316 -1.440
C -0.051 -0.380 -0.467
C 0.224 -0.750 0.805
C 0.360 0.451 1.584
C 0.153 1.497 0.707
N -0.115 0.993 -0.542
H 0.324 -1.725 -2.032
H -1.315 -1.640 -1.501
H 0.174 -1.839 0.776
H 0.575 0.611 2.636
H 0.156 2.569 0.869
H -0.116 1.528 -1.395
*
```


Density functional theory data (wB97M-V/def2-TZVPD) for CH7O3 as an isolated structure at a distorted geometry.

- Frontier orbital gap: 0.314 Eh
- HOMO energy: -4.15 eV
- LUMO level: 4.392 eV
- Electronic energy: -7292.456 eV
- Energy above the lowest of the compared OMol25 structures with the same formula, charge and spin: 1.267 eV

Structure (ORCA input):
```
! wB97M-V def2-TZVPD RIJCOSX def2/J DEFGRID3
* xyz -1 1
C 0.609 -0.662 0.368
O -0.367 0.346 -0.145
H 0.890 -1.074 -0.699
H 0.179 -1.522 0.985
H 1.569 -0.146 0.869
H -1.422 -0.375 0.322
H -1.595 -1.660 1.317
O -2.250 -1.026 0.949
H 0.474 1.431 -0.854
H 0.754 2.793 -1.658
O 1.160 1.897 -1.455
*
```


Density functional theory data (wB97M-V/def2-TZVPD) for F3HSi as an isolated structure at a distorted geometry.

- Frontier orbital gap: 0.486 Eh
- HOMO energy: -12.72 eV
- LUMO level: 0.511 eV
- Electronic energy: -16050.671 eV
- Energy above the lowest of the compared OMol25 structures with the same formula, charge and spin: 0.000 eV

Structure (ORCA input):
```
! wB97M-V def2-TZVPD RIJCOSX def2/J DEFGRID3
* xyz 0 1
F 1.132 -0.611 0.714
F -1.406 -0.406 0.778
F -0.096 1.534 0.241
Si -0.063 -0.010 -0.046
H 0.433 -0.506 -1.687
*
```


Density functional theory data (wB97M-V/def2-TZVPD) for one molecule with the formula C7H9N at a distorted geometry.

- Frontier orbital gap: 0.302 Eh
- HOMO energy: -7.53 eV
- Structure (SMILES): C=c1[nH]cc(C)c1=C
- LUMO level: 0.678 eV
- Electronic energy: -8892.965 eV
- Energy above the lowest of the compared OMol25 structures with the same formula, charge and spin: 2.192 eV

Structure (ORCA input):
```
! wB97M-V def2-TZVPD RIJCOSX def2/J DEFGRID3
* xyz 0 1
C 0.754 1.943 -1.504
C 0.077 0.905 -1.011
N -1.269 0.605 -1.237
C -1.624 -0.323 -0.271
C -0.586 -0.539 0.583
C -0.630 -1.131 1.943
C 0.614 -0.217 -0.173
C 1.879 -0.542 0.111
H 1.785 2.133 -1.228
H 0.276 2.642 -2.182
H -1.511 0.367 -2.196
H -2.663 -0.599 -0.159
H -1.624 -1.014 2.388
H -0.380 -2.194 1.928
H 0.085 -0.619 2.597
H 2.114 -1.267 0.885
H 2.705 -0.151 -0.474
*
```


Density functional theory data (wB97M-V/def2-TZVPD) for a 2-piece molecular cluster, C3H10N2S2 overall at a distorted geometry.

- Frontier orbital gap: 0.183 Eh
- HOMO energy: -9.02 eV
- LUMO level: -4.036 eV
- Electronic energy: -27919.203 eV
- Energy above the lowest of the compared OMol25 structures with the same formula, charge and spin: 4.742 eV

Structure (ORCA input):
```
! wB97M-V def2-TZVPD RIJCOSX def2/J DEFGRID3
* xyz 0 1
S 1.965 -1.005 0.748
S -1.130 -2.358 -1.336
C -0.138 -0.840 -1.352
C -0.811 0.114 -0.352
C 0.130 1.335 -0.138
N 0.054 2.107 1.122
N -1.103 -0.564 0.886
H 3.034 -1.805 0.560
H -0.107 -0.555 -2.405
H 0.884 -1.122 -0.968
H -1.744 0.483 -0.786
H -0.025 2.001 -0.987
H 1.136 0.922 -0.183
H 0.736 1.663 1.730
H -0.831 1.884 1.576
H -1.816 -1.268 0.723
H -0.235 -0.991 1.164
*
```


Density functional theory data (wB97M-V/def2-TZVPD) for C24H43Cl2MnN4O4SSi as an isolated structure at a distorted geometry.

- Frontier orbital gap (alpha / beta): 0.165 / 0.262 Eh
- HOMO energy (alpha / beta): -6.96 / -6.96 eV
- LUMO level (alpha / beta): -2.467 / 0.176 eV
- Electronic energy: -114816.563 eV

Structure (ORCA input):
```
! wB97M-V def2-TZVPD RIJCOSX def2/J DEFGRID3
* xyz 0 5
C -0.120 -3.208 -1.490
C -1.130 -2.380 -2.212
H -0.529 -4.188 -1.230
H 0.234 -2.696 -0.580
H 0.759 -3.360 -2.139
C -2.318 -2.785 -2.695
C -2.838 -4.174 -2.653
H -2.957 -2.063 -3.216
H -2.202 -4.867 -2.097
H -2.966 -4.566 -3.668
H -3.836 -4.183 -2.206
Mn 0.131 0.751 0.029
Cl 1.289 -0.983 1.162
C -0.695 2.699 -2.062
O -1.141 2.223 -1.025
N -1.132 3.858 -2.618
C -2.121 4.621 -1.867
C -0.947 4.140 -4.036
H 0.170 2.254 -2.620
H -2.117 4.321 -0.819
H -3.128 4.474 -2.285
H -1.859 5.679 -1.944
H -0.228 3.412 -4.427
H -0.560 5.161 -4.137
H -1.906 4.044 -4.574
H 2.785 4.861 2.832
H 5.016 3.483 2.476
C 2.316 3.898 3.103
C 4.425 2.595 2.756
N 3.050 2.794 2.429
H 1.252 3.939 2.817
C 2.413 1.857 1.780
O 1.156 1.898 1.734
H 4.768 1.721 2.182
H 2.950 1.175 1.120
H 2.387 3.767 4.202
H 4.547 2.394 3.839
H -2.072 -2.528 0.648
H -4.145 -1.616 -0.530
C -2.241 -1.827 1.477
C -4.301 -1.016 0.376
N -3.036 -0.697 1.009
H -1.282 -1.492 1.879
C -2.573 0.562 1.016
O -1.460 0.889 1.475
H -4.797 -0.078 0.113
H -3.250 1.305 0.540
H -2.808 -2.367 2.245
H -4.927 -1.589 1.066
O -0.954 -0.406 -1.084
C -0.725 -0.921 -2.341
C -2.657 0.606 -3.008
C -1.492 -0.084 -3.359
H -3.000 0.584 -1.965
C -3.358 1.304 -3.995
H 0.364 -0.901 -2.569
C -1.002 -0.065 -4.661
H -4.278 1.832 -3.717
C -2.882 1.309 -5.313
C -1.702 0.629 -5.647
H -0.083 -0.630 -4.865
H -3.434 1.849 -6.088
H -1.318 0.630 -6.671
Si 3.732 -3.918 4.721
Cl 2.948 -5.698 3.946
C 2.394 -3.179 5.802
C 4.145 -2.847 3.247
C 5.256 -4.385 5.714
H 1.495 -2.977 5.210
H 2.756 -2.238 6.227
H 2.135 -3.858 6.621
H 5.001 -5.063 6.536
H 5.704 -3.481 6.139
H 6.002 -4.877 5.081
H 3.248 -2.630 2.655
H 4.890 -3.341 2.614
H 4.561 -1.900 3.606
S 1.568 5.602 0.072
C 1.267 4.028 0.055
N 1.389 2.919 -0.141
*
```


Density functional theory data (wB97M-V/def2-TZVPD) for a 2-piece molecular cluster, C8H15N3 overall at a distorted geometry.

- Frontier orbital gap: 0.323 Eh
- HOMO energy: -8.15 eV
- Structure (SMILES): C/C=N/C(C)C.c1c[nH]cn1
- LUMO level: 0.625 eV
- Electronic energy: -13007.615 eV
- Energy above the lowest of the compared OMol25 structures with the same formula, charge and spin: 2.296 eV

Structure (ORCA input):
```
! wB97M-V def2-TZVPD RIJCOSX def2/J DEFGRID3
* xyz 0 1
C -0.344 2.527 -0.440
C -0.627 1.160 -1.117
N -0.688 0.135 -0.426
C -0.985 -1.148 -1.013
C -1.044 -1.199 -2.557
C -2.204 -1.686 -0.402
H 0.653 2.750 -0.633
H -0.949 3.379 -0.952
H -0.484 2.322 0.598
H -0.978 1.230 -2.154
H 0.004 -1.727 -0.662
H -0.019 -1.048 -2.839
H -1.108 -2.229 -2.940
H -1.629 -0.379 -2.974
H -2.392 -2.714 -0.782
H -3.044 -0.957 -0.775
H -2.042 -1.593 0.613
C 3.149 -0.018 2.623
C 2.547 -0.124 1.361
N 1.208 0.019 1.571
C 1.052 0.225 2.899
N 2.174 0.234 3.567
H 4.214 -0.124 2.932
H 2.948 0.186 0.407
H 0.482 0.190 0.753
H 0.108 0.592 3.343
*
```


Density functional theory data (wB97M-V/def2-TZVPD) for an isolated ion of composition CHN4O and charge -1 at a distorted geometry.

- Frontier orbital gap: 0.284 Eh
- HOMO energy: -2.95 eV
- Structure (SMILES): [O-]n1cnnn1
- LUMO level: 4.779 eV
- Electronic energy: -9059.143 eV
- Energy above the lowest of the compared OMol25 structures with the same formula, charge and spin: 0.376 eV

Structure (ORCA input):
```
! wB97M-V def2-TZVPD RIJCOSX def2/J DEFGRID3
* xyz -1 1
O 0.772 -0.375 1.794
N 0.187 0.017 0.728
C 0.297 -0.534 -0.518
N -0.437 0.061 -1.402
N -1.106 1.170 -0.527
N -0.663 1.027 0.642
H 0.951 -1.365 -0.717
*
```


> electronic energy of number 1 (C2H3ClN2O)?

-19671.986 eV


> The lowest electronic energy belongs to which entry?

C24H43Cl2MnN4O4SSi


> Which value of electronic energy does entry 10 give?

-9059.143 eV


What did the eighth record say?
Density functional theory data (wB97M-V/def2-TZVPD) for C24H43Cl2MnN4O4SSi as an isolated structure at a distorted geometry.

- Frontier orbital gap (alpha / beta): 0.165 / 0.262 Eh
- HOMO energy (alpha / beta): -6.96 / -6.96 eV
- LUMO level (alpha / beta): -2.467 / 0.176 eV
- Electronic energy: -114816.563 eV

Structure (ORCA input):
```
! wB97M-V def2-TZVPD RIJCOSX def2/J DEFGRID3
* xyz 0 5
C -0.120 -3.208 -1.490
C -1.130 -2.380 -2.212
H -0.529 -4.188 -1.230
H 0.234 -2.696 -0.580
H 0.759 -3.360 -2.139
C -2.318 -2.785 -2.695
C -2.838 -4.174 -2.653
H -2.957 -2.063 -3.216
H -2.202 -4.867 -2.097
H -2.966 -4.566 -3.668
H -3.836 -4.183 -2.206
Mn 0.131 0.751 0.029
Cl 1.289 -0.983 1.162
C -0.695 2.699 -2.062
O -1.141 2.223 -1.025
N -1.132 3.858 -2.618
C -2.121 4.621 -1.867
C -0.947 4.140 -4.036
H 0.170 2.254 -2.620
H -2.117 4.321 -0.819
H -3.128 4.474 -2.285
H -1.859 5.679 -1.944
H -0.228 3.412 -4.427
H -0.560 5.161 -4.137
H -1.906 4.044 -4.574
H 2.785 4.861 2.832
H 5.016 3.483 2.476
C 2.316 3.898 3.103
C 4.425 2.595 2.756
N 3.050 2.794 2.429
H 1.252 3.939 2.817
C 2.413 1.857 1.780
O 1.156 1.898 1.734
H 4.768 1.721 2.182
H 2.950 1.175 1.120
H 2.387 3.767 4.202
H 4.547 2.394 3.839
H -2.072 -2.528 0.648
H -4.145 -1.616 -0.530
C -2.241 -1.827 1.477
C -4.301 -1.016 0.376
N -3.036 -0.697 1.009
H -1.282 -1.492 1.879
C -2.573 0.562 1.016
O -1.460 0.889 1.475
H -4.797 -0.078 0.113
H -3.250 1.305 0.540
H -2.808 -2.367 2.245
H -4.927 -1.589 1.066
O -0.954 -0.406 -1.084
C -0.725 -0.921 -2.341
C -2.657 0.606 -3.008
C -1.492 -0.084 -3.359
H -3.000 0.584 -1.965
C -3.358 1.304 -3.995
H 0.364 -0.901 -2.569
C -1.002 -0.065 -4.661
H -4.278 1.832 -3.717
C -2.882 1.309 -5.313
C -1.702 0.629 -5.647
H -0.083 -0.630 -4.865
H -3.434 1.849 -6.088
H -1.318 0.630 -6.671
Si 3.732 -3.918 4.721
Cl 2.948 -5.698 3.946
C 2.394 -3.179 5.802
C 4.145 -2.847 3.247
C 5.256 -4.385 5.714
H 1.495 -2.977 5.210
H 2.756 -2.238 6.227
H 2.135 -3.858 6.621
H 5.001 -5.063 6.536
H 5.704 -3.481 6.139
H 6.002 -4.877 5.081
H 3.248 -2.630 2.655
H 4.890 -3.341 2.614
H 4.561 -1.900 3.606
S 1.568 5.602 0.072
C 1.267 4.028 0.055
N 1.389 2.919 -0.141
*
```